A molecular structure, C46H45BeNOP2Si, computed with the ωB97M-V functional and the def2-TZVPD basis.

CARTESIAN COORDINATES (ANGSTROEM)
Be (-0.4072, 0.6773, -0.5910)
C (-0.3815, 2.6397, 2.0068)
P (1.2781, 1.7389, 1.9744)
C (1.1878, 0.3602, 3.1798)
C (2.4015, -0.3058, 3.3935)
C (2.4581, -1.4420, 4.1835)
C (1.2952, -1.9432, 4.7602)
C (0.0898, -1.2984, 4.5441)
C (0.0361, -0.1521, 3.7582)
C (2.3144, 2.9297, 2.9245)
C (2.3026, 2.9950, 4.3175)
C (3.0224, 3.9808, 4.9763)
C (3.7604, 4.9105, 4.2534)
C (3.7773, 4.8516, 2.8682)
C (3.0601, 3.8625, 2.2064)
C (-0.6990, 3.1280, 0.6112)
C (-0.7708, 4.4070, 0.1037)
C (-0.8738, 4.3074, -1.3126)
C (-0.8469, 2.9708, -1.6110)
C (-0.7994, 2.2010, -2.9005)
P (0.5704, 0.9952, -2.5638)
C (0.7976, -0.2010, -3.9217)
C (1.1127, 0.1205, -5.2399)
C (1.3757, -0.8847, -6.1570)
C (1.3392, -2.2192, -5.7706)
C (1.0280, -2.5482, -4.4602)
C (0.7598, -1.5433, -3.5426)
C (2.0352, 2.0812, -2.6631)
C (2.9909, 1.9874, -1.6540)
C (4.1078, 2.8121, -1.6592)
C (4.2843, 3.7316, -2.6806)
C (3.3406, 3.8269, -3.6955)
C (2.2194, 3.0123, -3.6838)
N (-0.7514, 2.2405, -0.4400)
H (-0.3057, 3.4844, 2.6846)
H (-1.1460, 1.9579, 2.3910)
H (3.3053, 0.0821, 2.9336)
H (3.4036, -1.9479, 4.3365)
H (1.3308, -2.8415, 5.3646)
H (-0.8256, -1.6877, 4.9761)
H (-0.9166, 0.3306, 3.6002)
H (1.7269, 2.2735, 4.8854)
H (3.0086, 4.0248, 6.0592)
H (4.3200, 5.6801, 4.7710)
H (4.3541, 5.5729, 2.3019)
H (3.0654, 3.8152, 1.1222)
H (-0.7464, 5.3259, 0.6723)
H (-0.9512, 5.1267, -2.0130)
H (-0.5901, 2.8463, -3.7497)
H (-1.7241, 1.6519, -3.1023)
H (1.1600, 1.1513, -5.5637)
H (1.6207, -0.6248, -7.1798)
H (1.5623, -2.9957, -6.4912)
H (0.9999, -3.5856, -4.1457)
H (0.5235, -1.8020, -2.5181)
H (2.8472, 1.2729, -0.8542)
H (4.8373, 2.7394, -0.8613)
H (5.1521, 4.3797, -2.6871)
H (3.4737, 4.5432, -4.4968)
H (1.4848, 3.1238, -4.4709)
C (-4.2371, -3.1093, -1.3192)
C (-3.3605, -1.8509, -1.4010)
C (-4.2244, -0.6129, -1.1259)
C (-2.7663, -1.7484, -2.8049)
Si (-1.9793, -1.8943, -0.0907)
O (-1.0909, -0.5490, -0.2138)
C (-0.7801, -3.3445, -0.2536)
C (-1.1712, -4.6871, -0.3200)
C (-0.2358, -5.7133, -0.3476)
C (1.1208, -5.4184, -0.3224)
C (1.5333, -4.0937, -0.2760)
C (0.5925, -3.0739, -0.2330)
C (-2.8438, -1.9543, 1.5819)
C (-3.2065, -3.1646, 2.1806)
C (-3.8622, -3.1982, 3.4048)
C (-4.1556, -2.0144, 4.0682)
C (-3.8087, -0.8005, 3.4889)
C (-3.1726, -0.7754, 2.2553)
H (-5.0624, -3.0496, -2.0387)
H (-4.6741, -3.2270, -0.3219)
H (-3.6600, -4.0086, -1.5568)
H (-5.0202, -0.5279, -1.8742)
H (-3.6244, 0.3040, -1.1557)
H (-4.6983, -0.6717, -0.1407)
H (-3.5590, -1.6503, -3.5561)
H (-2.1760, -2.6344, -3.0571)
H (-2.1133, -0.8769, -2.8950)
H (-2.2248, -4.9448, -0.3550)
H (-0.5658, -6.7444, -0.3876)
H (1.8494, -6.2196, -0.3309)
H (2.5906, -3.8529, -0.2660)
H (0.9274, -2.0430, -0.1647)
H (-2.9592, -4.1022, 1.6910)
H (-4.1477, -4.1503, 3.8367)
H (-4.6548, -2.0377, 5.0288)
H (-4.0357, 0.1309, 3.9943)
H (-2.9293, 0.1816, 1.7990)

The value obtained for the calculated total energy is -2897.048078 Ha. The calculation puts the LUMO energy at 0.53 eV. The calculation puts the HOMO-LUMO gap at 7.90 eV. The largest force on an atom comes out at 0.69 eV Å⁻¹.

***

A molecular structure, C46H45LaN4O2S, computed with the ωB97M-V functional and the def2-TZVPD basis.

CARTESIAN COORDINATES (ANGSTROEM)
La (0.0805, 0.1315, -0.9491)
O (0.7655, 2.1099, -0.9495)
C (1.4027, 3.1322, -0.2543)
C (1.8835, 2.5449, 1.0925)
C (2.9246, 1.4597, 0.9507)
C (4.2633, 1.7579, 1.1468)
C (5.2019, 0.7500, 1.0233)
C (4.7749, -0.5211, 0.6928)
C (3.4254, -0.7560, 0.4762)
C (2.9788, -2.1554, 0.1040)
C (2.0365, -2.3446, -1.1062)
O (0.7656, -1.8700, -0.7734)
C (2.0060, -3.8605, -1.3877)
C (3.1229, -4.5248, -1.8940)
C (3.0855, -5.8878, -2.1454)
C (1.9223, -6.6123, -1.8950)
C (0.8055, -5.9575, -1.3979)
C (0.8499, -4.5874, -1.1475)
C (2.5228, -1.6558, -2.4127)
C (1.7395, -1.8487, -3.5527)
C (2.1036, -1.3191, -4.7780)
C (3.2766, -0.5790, -4.8951)
C (4.0781, -0.3953, -3.7800)
C (3.7058, -0.9365, -2.5502)
N (2.5080, 0.2190, 0.6225)
C (0.3762, 4.2579, -0.0354)
C (-0.2529, 4.5074, 1.1796)
C (-1.2712, 5.4588, 1.2799)
C (-1.6769, 6.1670, 0.1612)
C (-1.0527, 5.9241, -1.0602)
C (-0.0399, 4.9829, -1.1520)
C (2.6277, 3.6562, -1.0047)
C (3.1498, 2.9350, -2.0701)
C (4.3059, 3.3661, -2.7161)
C (4.9501, 4.5244, -2.3021)
C (4.4269, 5.2567, -1.2400)
C (3.2733, 4.8244, -0.5994)
H (1.0054, 2.1138, 1.5760)
H (2.2718, 3.3423, 1.7260)
H (4.5529, 2.7724, 1.3879)
H (6.2547, 0.9542, 1.1785)
H (5.4795, -1.3361, 0.5812)
H (2.4159, -2.5732, 0.9447)
H (3.8694, -2.7708, -0.0140)
H (4.0271, -3.9645, -2.1187)
H (3.9611, -6.3862, -2.5451)
H (1.8886, -7.6760, -2.0958)
H (-0.1068, -6.5106, -1.2065)
H (-0.0170, -4.0658, -0.7618)
H (0.8336, -2.4376, -3.4727)
H (1.4647, -1.4732, -5.6397)
H (3.5621, -0.1556, -5.8515)
H (5.0018, 0.1678, -3.8555)
H (4.3678, -0.7880, -1.7084)
H (0.0467, 3.9780, 2.0763)
H (-1.7427, 5.6429, 2.2387)
H (-2.4690, 6.9031, 0.2355)
H (-1.3613, 6.4694, -1.9443)
H (0.4346, 4.7904, -2.1092)
H (2.6469, 2.0348, -2.3989)
H (4.6977, 2.7939, -3.5497)
H (5.8469, 4.8625, -2.8083)
H (4.9134, 6.1703, -0.9185)
H (2.8612, 5.4095, 0.2187)
C (-2.2770, -1.8929, 1.3338)
C (-0.9579, -1.6369, 2.0486)
N (-0.5173, -0.2497, 1.8796)
C (-1.1927, 0.7422, 2.7068)
C (-2.5266, 1.2852, 2.1600)
S (-2.6649, 1.5217, 0.3664)
C (-3.9342, 0.3097, -0.0915)
C (-3.4387, -1.0281, -0.6715)
N (-2.1970, -1.4723, -0.0596)
H (-3.0750, -1.3266, 1.8151)
H (-2.5471, -2.9485, 1.4335)
H (-0.1941, -2.2741, 1.6017)
H (-1.0560, -1.9046, 3.1071)
H (0.4804, -0.2038, 2.0510)
H (-0.5121, 1.5827, 2.8279)
H (-1.3856, 0.3528, 3.7146)
H (-2.6921, 2.2665, 2.6047)
H (-3.3672, 0.6625, 2.4628)
H (-4.5492, 0.8064, -0.8399)
H (-4.5678, 0.1664, 0.7831)
H (-3.2521, -0.9053, -1.7388)
H (-4.2491, -1.7580, -0.5657)
H (-1.7567, -2.2000, -0.6131)
N (-1.1902, 0.3241, -8.7723)
C (-1.0946, 0.3223, -7.6251)
C (-0.9715, 0.3102, -6.1783)
C (-1.5085, -0.7441, -5.4402)
C (-1.3511, -0.7466, -4.0617)
C (-0.6868, 0.2648, -3.3459)
C (-0.1936, 1.3167, -4.1367)
C (-0.3137, 1.3475, -5.5219)
H (-2.0267, -1.5466, -5.9533)
H (-1.7617, -1.6059, -3.5254)
H (0.3083, 2.1556, -3.6583)
H (0.0935, 2.1684, -6.1013)

The value obtained for the calculated total energy is -2579.265936 Ha. The calculation puts the LUMO energy at 0.10 eV. The calculation puts the HOMO-LUMO gap at 7.90 eV. The largest force on an atom comes out at 3.34 eV Å⁻¹. The calculation puts the relative energy (zero: lowest compared OMol25 entry of this formula, charge and spin) at 0.0 kcal per mole.

***

A molecular structure, C46H46BrIIrN5O7, computed with the ωB97M-V functional and the def2-TZVPD basis.

CARTESIAN COORDINATES (ANGSTROEM)
Ir (-0.2039, -0.4056, 0.7017)
C (1.4402, -4.8763, 1.6133)
C (2.0490, -3.5006, 1.3531)
C (3.5652, -3.5897, 1.3777)
O (1.5693, -2.5612, 2.3342)
C (1.5754, -3.0396, -0.0406)
O (2.0673, -3.5629, -1.0131)
O (0.5628, -2.2103, -0.1130)
H (1.7871, -5.2591, 2.5754)
H (1.7425, -5.5708, 0.8310)
H (0.3500, -4.8262, 1.6381)
H (3.9080, -4.0351, 2.3155)
H (4.0070, -2.6051, 1.2602)
H (3.9052, -4.2112, 0.5525)
H (2.0048, -2.7773, 3.1671)
O (-1.0718, 0.3738, 7.7352)
N (-0.2466, 1.1160, 7.2446)
O (0.4047, 1.9236, 7.8643)
C (-0.0073, 1.0369, 5.7776)
C (0.8898, 1.9159, 5.2921)
C (1.2177, 1.9423, 3.9039)
C (2.1131, 2.8834, 3.3610)
C (2.3106, 2.8917, 2.0090)
C (1.6500, 1.9442, 1.2208)
N (0.8750, 1.0052, 1.7260)
C (0.6177, 1.0223, 3.0553)
C (-0.3245, 0.0772, 3.5691)
N (-0.8386, -0.8103, 2.6734)
C (-1.6819, -1.7275, 3.1026)
C (-2.1197, -1.7738, 4.4249)
C (-1.6343, -0.8778, 5.3373)
C (-0.6721, 0.0713, 4.9287)
H (1.3675, 2.6109, 5.9676)
H (2.6070, 3.5922, 4.0129)
H (2.9433, 3.6203, 1.5240)
H (1.7331, 1.9914, 0.1469)
H (-2.0232, -2.4606, 2.3922)
H (-2.8420, -2.5236, 4.7135)
H (-1.9627, -0.9068, 6.3612)
C (4.9669, -0.1837, 1.5227)
C (4.2426, 0.0526, 0.2231)
C (4.9154, 0.6286, -0.8515)
C (4.2600, 0.9129, -2.0427)
C (4.9989, 1.5098, -3.2110)
C (2.9028, 0.6615, -2.1407)
C (2.1533, 0.1018, -1.0724)
C (2.8995, -0.2495, 0.0893)
N (0.7834, 0.0123, -1.0955)
C (0.0727, 0.1302, -2.4151)
C (0.0327, 1.6101, -2.8556)
C (-0.6886, 1.7235, -4.2067)
C (0.0159, 0.8432, -5.2455)
C (-0.0450, -0.6273, -4.8145)
C (-1.5015, -1.0610, -4.6657)
C (-2.1541, -0.1867, -3.5972)
C (-2.1378, 1.2733, -4.0482)
C (-1.3809, -0.3379, -2.2818)
C (0.6950, -0.8013, -3.4813)
H (6.0100, 0.1187, 1.4479)
H (4.9450, -1.2285, 1.8282)
H (4.5060, 0.3976, 2.3263)
H (5.9696, 0.8635, -0.7553)
H (6.0542, 1.6472, -2.9834)
H (4.5824, 2.4806, -3.4840)
H (4.9242, 0.8614, -4.0849)
H (2.4222, 0.9519, -3.0559)
H (2.4035, -0.7373, 0.9138)
H (1.0283, 2.0389, -2.9436)
H (-0.4988, 2.1926, -2.0943)
H (-0.6597, 2.7695, -4.5214)
H (1.0572, 1.1597, -5.3693)
H (-0.4724, 0.9650, -6.2161)
H (0.4505, -1.2528, -5.5604)
H (-1.5465, -2.1149, -4.3747)
H (-2.0316, -0.9596, -5.6165)
H (-3.1870, -0.5085, -3.4278)
H (-2.6452, 1.9091, -3.3184)
H (-2.6743, 1.3781, -4.9951)
H (-1.3759, -1.3804, -1.9811)
H (-1.8740, 0.2468, -1.5073)
H (1.7500, -0.6113, -3.6546)
H (0.6276, -1.8272, -3.1106)
I (-6.2263, -0.7766, 0.1327)
C (-4.4358, -1.8238, 0.0827)
C (-4.4018, -3.2028, -0.0483)
C (-3.1649, -3.8272, -0.0386)
C (-2.0181, -3.0660, 0.0931)
N (-2.0564, -1.7328, 0.2065)
C (-3.2459, -1.1257, 0.1995)
H (-5.3148, -3.7742, -0.1484)
H (-3.0829, -4.9008, -0.1333)
H (-1.0410, -3.5128, 0.1150)
H (-3.2331, -0.0540, 0.3287)
Br (-5.7294, 1.9066, -2.7291)
C (-4.7316, 2.8723, -1.4438)
C (-5.0558, 4.1901, -1.1711)
C (-4.2858, 4.8943, -0.2531)
C (-3.2065, 4.2894, 0.3689)
C (-2.8970, 2.9607, 0.0941)
C (-3.6701, 2.2474, -0.8130)
C (-1.6804, 2.3677, 0.7462)
O (-0.8654, 3.0949, 1.2768)
O (-1.6474, 1.0497, 0.6758)
H (-5.8906, 4.6597, -1.6723)
H (-4.5268, 5.9263, -0.0360)
H (-2.5877, 4.8341, 1.0675)
H (-3.4361, 1.2241, -1.0691)

As for the total charge: +1. The value obtained for the calculated total energy is -5556.802975 Ha. The calculation puts the LUMO energy (alpha / beta) at -3.77 / -4.41 eV. The calculation puts the HOMO-LUMO gap (alpha / beta) at 7.16 / 6.68 eV. The largest force on an atom comes out at 1.73 eV Å⁻¹. Its multiplicity is 2. The calculation puts the relative energy (zero: lowest compared OMol25 entry of this formula, charge and spin) at 26.8 kcal per mole.

***

A molecular structure, C46H46N5O3PSeV, computed with the ωB97M-V functional and the def2-TZVPD basis.

CARTESIAN COORDINATES (ANGSTROEM)
V (1.1311, 1.9594, -0.0033)
O (2.6996, 5.6818, 0.2367)
C (2.4540, 4.5119, 0.0197)
N (1.3251, 3.8509, 0.3829)
C (0.5468, 4.4391, 1.4453)
C (0.2630, 3.3775, 2.4673)
C (-0.3320, 3.6835, 3.6847)
C (-0.4368, 2.6984, 4.6500)
C (0.0501, 1.4270, 4.3729)
C (0.5783, 1.1823, 3.1212)
N (0.6723, 2.1316, 2.1813)
C (3.4738, 3.6031, -0.5933)
C (4.5923, 4.1082, -1.2258)
C (5.5432, 3.2142, -1.6906)
C (5.3380, 1.8568, -1.4950)
C (4.1826, 1.4353, -0.8607)
N (3.2659, 2.2923, -0.4095)
H (1.1223, 5.2343, 1.9266)
H (-0.3859, 4.8920, 1.0982)
H (-0.6737, 4.6926, 3.8730)
H (-0.8737, 2.9229, 5.6145)
H (0.0126, 0.6344, 5.1069)
H (0.9349, 0.2035, 2.8310)
H (4.6930, 5.1790, -1.3292)
H (6.4311, 3.5690, -2.1967)
H (6.0559, 1.1244, -1.8359)
H (3.9782, 0.3829, -0.7224)
O (1.1664, 1.7528, -4.0559)
C (0.5014, 1.6598, -3.0478)
O (1.0260, 1.5541, -1.8643)
C (-1.0079, 1.5775, -3.1684)
C (-1.5046, 1.5209, -4.4714)
C (-2.8618, 1.4552, -4.7205)
C (-3.7578, 1.4646, -3.6588)
C (-3.2795, 1.5304, -2.3643)
C (-1.9060, 1.5688, -2.0979)
P (-1.4451, 1.7029, -0.3389)
C (-2.2401, 0.2770, 0.4564)
C (-2.3210, 0.2676, 1.8501)
C (-2.8942, -0.8043, 2.5145)
C (-3.3807, -1.8882, 1.7941)
C (-3.2856, -1.8951, 0.4110)
C (-2.7200, -0.8177, -0.2567)
C (-2.4476, 3.1503, 0.1377)
C (-2.1324, 4.3363, -0.5291)
C (-2.8476, 5.4948, -0.2768)
C (-3.8811, 5.4822, 0.6519)
C (-4.2021, 4.3062, 1.3116)
C (-3.4940, 3.1388, 1.0530)
H (-0.7871, 1.5403, -5.2797)
H (-3.2230, 1.4121, -5.7397)
H (-4.8249, 1.4331, -3.8378)
H (-3.9835, 1.5596, -1.5407)
H (-1.9632, 1.1153, 2.4186)
H (-2.9695, -0.7876, 3.5952)
H (-3.8359, -2.7253, 2.3095)
H (-3.6495, -2.7445, -0.1548)
H (-2.6566, -0.8360, -1.3374)
H (-1.3258, 4.3519, -1.2551)
H (-2.5986, 6.4063, -0.8043)
H (-4.4391, 6.3873, 0.8523)
H (-5.0147, 4.2884, 2.0265)
H (-3.7768, 2.2253, 1.5583)
C (3.5566, -2.9760, 3.1202)
C (2.7317, -4.0077, 2.3592)
C (1.2927, -4.1174, 2.8554)
C (0.3996, -2.9458, 2.4601)
N (0.1185, -2.9277, 1.0281)
C (0.5879, -2.0478, 0.1184)
Se (1.8291, -0.6982, 0.4863)
N (0.1346, -2.4164, -1.0940)
C (0.4287, -1.7407, -2.3516)
C (1.8122, -2.0144, -2.9252)
C (2.1544, -3.4839, -3.1730)
C (2.5535, -4.2647, -1.9181)
C (-0.6688, -3.5370, -0.9626)
C (-1.4001, -4.2712, -1.8891)
C (-2.1317, -5.3410, -1.4061)
C (-2.1355, -5.6712, -0.0465)
C (-1.4063, -4.9425, 0.8745)
C (-0.6712, -3.8691, 0.3877)
H (4.6063, -3.0273, 2.8306)
H (3.5024, -3.1569, 4.1965)
H (3.2138, -1.9586, 2.9259)
H (3.2018, -4.9878, 2.4604)
H (2.7353, -3.7823, 1.2865)
H (1.2916, -4.1807, 3.9472)
H (0.8408, -5.0432, 2.4923)
H (0.8605, -1.9915, 2.7079)
H (-0.5654, -3.0009, 2.9667)
H (0.3038, -0.6836, -2.1676)
H (-0.3453, -2.0529, -3.0544)
H (2.5662, -1.5665, -2.2724)
H (1.8521, -1.4549, -3.8631)
H (2.9885, -3.5140, -3.8763)
H (1.3221, -3.9812, -3.6835)
H (3.2164, -3.6652, -1.2880)
H (3.0885, -5.1765, -2.1839)
H (1.6962, -4.5638, -1.3135)
H (-1.3967, -4.0289, -2.9433)
H (-2.7102, -5.9418, -2.0948)
H (-2.7192, -6.5182, 0.2880)
H (-1.4140, -5.2001, 1.9250)

As for the total charge: +1. The value obtained for the calculated total energy is -5966.814959 Ha. The calculation puts the LUMO energy (alpha / beta) at -2.85 / -2.40 eV. The calculation puts the HOMO-LUMO gap (alpha / beta) at 7.91 / 8.43 eV. The largest force on an atom comes out at 0.63 eV Å⁻¹. Its multiplicity is 3. The calculation puts the relative energy (zero: lowest compared OMol25 entry of this formula, charge and spin) at 0.0 kcal per mole.